The following is a DFT calculation (wB97M-V/def2-TZVPD) of a cluster of 5 separate species, C25H72N10O9P4 in total at a distorted geometry.

As for the energy: -3585.82999 Ha. Its spin multiplicity is 1. The structure (SMILES) is CN(C)P(=O)(N(C)C)N(C)C.CN(C)P(=O)(N(C)C)N(C)C.CN(C)P(=O)(N(C)C)N(C)C.CCOP(=O)(OCC)OCC.C[N+](=O)[O-].

The geometry in XYZ format:
```
120
Properties=species:S:1:pos:R:3:forces:R:3
C 1.774840 1.333210 -4.030340 0.883 -0.856 0.485
N 0.755634 1.738451 -3.072312 -0.089 -1.462 0.679
C 0.663322 3.181262 -3.015867 -0.268 -0.384 -1.013
P 0.554026 0.866386 -1.611553 -1.398 -0.831 -0.541
O 1.526352 1.158604 -0.524026 -0.314 -0.807 -0.816
N -1.005146 1.279089 -0.996576 0.485 0.908 -1.257
C -1.105323 1.630873 0.400162 -0.275 -0.080 0.738
C -2.289800 1.213918 -1.736940 0.423 -0.435 -0.465
N 0.420251 -0.809960 -2.136136 0.435 2.852 -1.127
C 1.004889 -1.862699 -1.378373 -1.361 -1.315 1.463
C -0.594087 -1.310445 -3.125831 0.670 1.212 0.629
H 2.709499 1.857877 -3.832265 0.188 0.185 0.120
H 1.581731 1.488367 -5.091826 -0.794 0.309 0.073
H 2.013339 0.274909 -3.924461 -0.180 -0.054 0.087
H 1.614891 3.688095 -2.855468 0.041 -0.062 1.004
H -0.172300 3.406935 -2.353368 0.264 0.678 -0.097
H 0.492980 3.429572 -4.063447 -0.820 0.592 -0.003
H -1.865374 2.397367 0.551515 -0.203 -0.034 -0.073
H -1.381395 0.735202 0.956629 -0.251 0.011 0.405
H -0.204834 2.016606 0.878106 0.227 -0.139 -0.592
H -2.350608 0.234622 -2.211690 -0.350 0.171 -0.051
H -3.221689 1.381422 -1.196908 0.490 -0.486 1.177
H -2.483984 1.975711 -2.491971 0.993 0.225 -0.507
H 0.120165 -2.309597 -0.924891 -0.128 -1.158 -0.054
H 1.521831 -2.625585 -1.960497 0.163 0.159 -0.139
H 1.515736 -1.680149 -0.432962 0.693 1.074 -0.576
H -0.178447 -2.003717 -3.857082 0.345 -0.144 0.235
H -0.995062 -0.476222 -3.701491 0.134 0.084 0.069
H -1.432653 -1.786190 -2.617340 0.061 -0.128 0.087
C -2.361791 -7.260668 3.034063 -0.322 0.391 -2.174
N -2.115345 -6.348595 1.826848 -1.734 -0.811 1.114
C -0.930412 -6.549857 1.059302 1.045 0.760 0.008
P -3.153998 -5.072609 1.446567 1.881 0.987 -2.190
O -4.509114 -5.244648 1.981901 0.080 0.206 0.461
N -2.313253 -3.690759 1.925899 -0.492 2.880 0.576
C -2.823439 -2.926284 3.098047 -0.103 -0.959 -0.251
C -0.884296 -3.420256 1.687827 -0.240 -2.489 -0.355
N -3.020212 -4.840807 -0.286388 0.709 -2.341 0.528
C -3.206264 -3.593608 -1.069358 -0.637 -1.396 0.635
C -3.313361 -6.132742 -1.115074 -0.452 2.189 1.636
H -2.060844 -8.265217 2.736701 0.471 -0.002 0.056
H -3.434247 -7.388672 3.180845 0.020 0.585 0.234
H -1.844421 -6.956830 3.944081 0.004 0.184 -0.120
H -0.052871 -6.522559 1.705261 0.144 -0.288 0.071
H -0.808712 -5.681655 0.411603 0.074 -0.367 -0.249
H -0.880556 -7.441729 0.434655 -0.259 -0.275 0.069
H -2.758655 -3.635049 3.923615 -0.899 0.303 0.528
H -2.243345 -2.069437 3.440720 0.608 -0.082 -0.738
H -3.801445 -2.507924 2.860192 -0.249 -0.524 0.479
H -0.432626 -2.477957 1.997923 -0.891 0.264 -0.126
H -0.369540 -4.205278 2.241786 0.698 0.049 0.249
H -0.665610 -3.666397 0.648748 0.153 0.494 -0.117
H -3.860812 -2.902636 -0.538104 0.191 0.170 -0.065
H -2.292586 -3.114639 -1.421331 0.174 -0.092 0.433
H -3.728261 -3.958452 -1.953950 -0.187 0.486 -0.206
H -4.377171 -6.008495 -1.317512 -0.074 -0.640 -0.407
H -3.153109 -6.993641 -0.466030 0.006 0.025 -0.197
H -2.744902 -6.212630 -2.041672 0.203 0.230 0.219
C 0.104370 10.061130 -0.818979 -0.690 0.683 0.111
N -1.391472 10.263546 -0.715576 0.334 -1.554 -0.324
C -1.819834 11.685252 -0.581574 -0.376 -1.823 0.771
P -2.345602 9.028713 0.055760 -0.894 1.902 -0.785
O -3.830098 9.410013 0.127728 3.067 -0.783 -0.348
N -1.936232 7.653720 -0.878251 0.268 1.761 1.950
C -2.149216 7.702807 -2.324573 0.430 0.013 0.971
C -1.528198 6.403119 -0.240837 -1.149 0.598 -0.314
N -1.629018 8.901825 1.615768 0.011 -0.910 0.767
C -2.289400 7.934474 2.532942 -0.212 0.265 -0.440
C -1.278077 10.156612 2.370853 -0.955 0.254 -1.178
H 0.519403 9.376697 -1.558845 -0.922 -0.618 -0.134
H 0.571418 9.801141 0.130962 -0.075 0.010 0.190
H 0.553598 10.991770 -1.165671 -0.184 0.290 0.313
H -2.843721 11.833683 -0.924671 0.216 -0.112 -0.641
H -1.071882 12.269390 -1.117725 -0.373 0.400 0.492
H -1.940987 11.778198 0.497678 0.608 1.426 -0.018
H -1.162080 7.710471 -2.786761 -0.048 0.040 -0.459
H -2.694439 6.812260 -2.637251 -0.219 0.168 -0.191
H -2.678010 8.630325 -2.544058 -0.051 -0.266 -0.302
H -0.797217 6.523516 0.558697 0.344 0.155 -0.334
H -2.439903 6.057504 0.246457 0.155 -1.042 -0.070
H -1.199829 5.749599 -1.049032 0.112 -0.287 0.392
H -1.581642 7.580664 3.282601 0.005 0.130 0.043
H -3.163279 8.388333 3.000313 0.021 0.147 0.287
H -2.696709 7.059674 2.026056 0.243 0.085 -0.228
H -1.217134 10.138850 3.459006 0.616 -1.371 -0.024
H -2.118029 10.850620 2.340540 -0.127 0.369 -0.658
H -0.387947 10.616736 1.941834 -0.111 0.021 0.154
C 3.285410 -9.153256 -1.322976 -1.725 -1.447 -2.075
C 4.244540 -8.736391 -0.321600 1.398 0.200 1.222
O 4.285334 -7.338822 -0.109833 -2.332 2.511 0.971
P 2.886290 -6.495736 0.352440 0.453 -0.530 -3.855
O 1.984423 -6.161282 -0.843604 2.034 -1.024 3.500
O 2.275644 -7.383595 1.524249 -0.242 0.728 -1.603
C 2.740590 -7.341813 2.835804 0.851 -0.155 2.635
C 2.246590 -8.591751 3.616052 -0.107 0.549 -0.244
O 3.544217 -5.243298 1.064068 -1.214 -4.216 1.897
C 3.986324 -4.174591 0.386016 1.753 4.104 0.598
C 5.355673 -3.660233 0.960437 0.269 -0.742 -0.215
H 3.197427 -10.229552 -1.471076 0.822 -0.383 0.304
H 2.219774 -8.976646 -1.176933 0.117 0.975 0.353
H 3.597177 -8.788443 -2.301657 -0.311 0.323 -0.011
H 4.146578 -9.195158 0.662290 -0.167 -0.388 -0.044
H 5.255072 -8.910408 -0.691239 0.032 -0.468 0.138
H 3.818852 -7.211787 2.928250 0.434 -0.790 -0.688
H 2.510854 -6.413314 3.358492 -1.179 0.129 -0.257
H 1.860508 -8.354318 4.607349 0.279 0.304 0.056
H 1.381351 -9.020712 3.110644 0.185 -0.110 -0.257
H 3.029844 -9.339287 3.741767 -0.106 -0.023 -0.211
H 4.095130 -4.364564 -0.681769 -0.253 0.308 0.029
H 3.275667 -3.411594 0.703663 -0.218 0.577 -1.275
H 5.505799 -3.165335 1.919941 -1.524 0.221 0.340
H 5.978610 -4.529947 1.169341 0.468 -0.132 -0.940
H 5.779755 -2.923960 0.277680 0.284 -0.495 -0.373
C 2.981182 6.083703 0.249178 -1.653 -0.021 -0.065
N 3.795566 6.008802 -0.975593 -1.061 -1.492 -3.445
O 4.857110 6.575631 -0.976911 -0.055 -0.269 0.004
O 3.288131 5.413597 -2.020155 1.614 1.868 3.706
H 1.968453 5.812132 -0.048713 0.110 -0.069 -0.025
H 2.949169 7.125207 0.569098 0.420 -0.185 0.111
H 3.266533 5.392193 1.041949 0.595 0.164 -0.314
```
Positions in Å, forces in eV/Å.

Results of the Mulliken charge analysis, in e, for atoms 1 through 8: -1.149 0.233 -1.032 0.456 -0.925 0.420 -1.147 -0.913

=====

The following is a DFT calculation (wB97M-V/def2-TZVPD) of a cluster of 11 separate species, C25H72O11 in total at a distorted geometry.

As for the energy: -1822.82124 Ha. Its spin multiplicity is 1. The structure (SMILES) is CC(C)O.CC(C)O.CC(C)O.CC(C)O.CC(C)O.CC(C)O.CC(C)O.CO.CO.CO.CO. The relative energy (zero: lowest compared OMol25 entry of this formula, charge and spin) is 1211.0 kJ/mol.

The geometry in XYZ format:
```
108
Properties=species:S:1:pos:R:3:forces:R:3
C -50.187513 11.396526 -14.917706 -0.677 0.321 2.687
C -49.914538 10.171996 -15.734943 0.356 0.511 0.450
C -50.819304 10.180820 -16.954921 0.314 -1.281 -0.317
O -48.519087 10.355764 -16.224607 -2.749 9.575 6.533
H -51.270859 11.595718 -14.690852 0.827 -0.292 -0.808
H -49.743088 12.219890 -15.457675 -0.110 0.495 0.014
H -49.777896 11.381819 -13.859272 0.114 -0.107 -1.368
H -49.921792 9.203287 -15.118967 -0.282 1.267 -1.018
H -50.540225 9.305936 -17.523380 0.915 0.168 -1.231
H -50.936219 11.111586 -17.529636 0.679 -0.364 0.303
H -51.793712 9.793499 -16.817047 -1.517 0.220 1.261
H -48.435164 9.648550 -16.630158 2.251 -10.387 -6.432
C -51.068325 13.869102 -11.298174 -5.461 -7.424 -3.609
C -52.660365 13.808910 -11.032486 3.040 1.240 4.136
C -52.922165 13.460106 -9.516411 12.508 -2.493 -2.478
O -53.211255 15.063669 -11.209164 -0.335 1.975 -0.771
H -51.001399 13.932731 -12.385789 0.507 0.434 0.139
H -50.747996 12.792303 -11.035506 0.081 1.905 -0.071
H -50.709052 14.592599 -10.794102 3.032 4.946 3.529
H -53.072581 13.191981 -11.714991 -1.378 -2.705 -1.992
H -52.338661 14.246751 -8.872777 -0.450 -1.496 -1.275
H -52.570644 12.390994 -9.186156 -0.630 1.996 -0.638
H -53.755583 13.631938 -9.230927 -11.109 1.636 3.039
H -54.173178 15.013060 -11.220631 0.154 -0.073 0.029
C -44.297195 16.164067 -9.463361 -1.444 1.282 0.522
C -44.948418 15.272303 -10.478423 -0.392 -0.409 1.301
C -46.398554 15.002101 -10.084486 0.113 1.523 -3.612
O -44.909807 15.933222 -11.693928 5.079 6.706 6.386
H -44.879296 17.124550 -9.399647 0.819 -0.546 -0.532
H -43.290393 16.292706 -9.745318 1.256 0.677 -0.204
H -44.335104 15.848021 -8.432517 0.028 -0.848 0.224
H -44.314632 14.365738 -10.582479 -0.677 -0.100 0.327
H -46.874640 14.455404 -10.885114 -0.232 -0.348 -0.369
H -47.029328 15.879881 -9.943155 0.503 0.599 -0.264
H -46.542653 14.490224 -9.250049 -0.102 -2.606 3.850
H -45.291093 15.474215 -12.273078 -5.000 -6.056 -7.655
C -45.524550 11.770814 -7.561417 -1.146 -2.155 2.270
C -45.283417 10.269823 -8.031868 1.178 2.052 3.619
C -44.484570 9.559222 -6.915316 -1.248 -2.569 0.848
O -46.442642 9.604926 -8.320375 -0.620 -0.585 -1.331
H -44.578268 12.192738 -7.242763 0.104 0.181 0.077
H -46.302794 11.843498 -6.682607 1.448 -0.164 -1.721
H -45.867789 12.250155 -8.421317 -0.806 1.293 -1.209
H -44.613669 10.478453 -8.835013 0.433 -0.718 -1.250
H -44.415523 8.417228 -7.077538 0.868 1.738 -0.660
H -44.991923 9.388201 -5.927023 -0.418 1.187 -0.757
H -43.584264 10.088472 -6.643695 0.626 -0.276 -0.344
H -46.394491 9.382472 -9.272512 -0.509 0.110 0.269
C -46.240792 7.613400 -14.113158 0.449 -2.730 1.094
C -47.040898 6.614055 -13.285694 -3.844 0.259 1.036
C -46.329533 5.662186 -12.404939 0.752 -1.771 -1.146
O -48.027210 7.399536 -12.416719 4.935 2.345 -1.309
H -45.991333 7.048350 -14.998091 1.522 -0.312 -0.102
H -45.483068 8.175722 -13.564307 0.101 -0.400 -0.286
H -46.896404 8.228103 -14.574298 -2.368 2.635 -0.836
H -47.788223 5.980710 -13.861391 1.245 0.899 -0.276
H -45.696875 5.020437 -13.087275 -0.457 0.389 1.109
H -46.885078 5.076540 -11.673647 -1.041 -0.550 -0.978
H -45.776561 6.120749 -11.668417 2.187 1.730 1.070
H -48.791801 6.955689 -12.283789 -3.555 -2.424 0.555
C -48.012794 11.334837 -11.599775 1.980 4.133 2.323
C -46.763562 10.700398 -12.101487 1.359 -1.421 -0.576
C -45.466673 11.466604 -11.823998 0.657 1.466 -8.769
O -46.522057 9.474003 -11.261601 -1.956 -0.446 -2.403
H -47.972574 12.458194 -11.866525 -0.722 -1.705 -0.545
H -48.011640 11.507856 -10.468519 0.146 -0.982 -1.238
H -48.834975 10.776512 -11.888520 -1.922 -0.616 -0.572
H -46.964132 10.427569 -13.233818 0.866 0.280 2.205
H -45.312972 11.424672 -10.913348 0.710 0.107 9.335
H -45.323509 12.554820 -12.145980 -0.891 -1.433 0.157
H -44.465845 10.996633 -12.093713 -1.501 -0.106 -0.793
H -47.228429 8.847605 -11.643101 1.383 0.581 1.130
C -46.645584 15.918414 -15.416306 -1.772 1.736 -3.632
C -47.208528 15.728802 -14.092197 -2.523 -1.005 2.857
C -48.816707 15.604368 -13.968471 3.366 -3.548 1.769
O -46.703524 14.541964 -13.576027 0.743 -3.154 0.060
H -46.971937 16.835667 -15.975862 0.310 -0.186 0.937
H -47.062490 15.195131 -16.121541 -0.365 -0.578 0.259
H -45.616793 15.807473 -15.633700 1.383 0.140 0.862
H -47.025751 16.440533 -13.295588 0.889 0.692 -0.370
H -49.095353 16.507088 -14.274315 -2.178 4.192 -0.105
H -49.130366 15.139901 -12.845510 0.758 1.506 -3.693
H -48.978527 15.068773 -14.887877 -1.035 -1.498 0.151
H -46.939356 13.700895 -14.120561 0.438 1.843 1.000
C -49.640911 12.186531 -7.841930 -8.086 2.927 1.453
O -50.594489 11.226903 -7.362435 0.229 0.352 -0.925
H -49.155010 12.654882 -7.117351 2.207 1.744 3.593
H -50.181246 13.085813 -8.374430 0.403 -1.744 0.928
H -49.021707 11.901422 -8.488069 4.967 -3.371 -5.222
H -50.399262 10.964407 -6.465278 0.310 0.079 0.165
C -43.623616 7.973908 -10.825500 0.059 1.463 1.969
O -42.516824 7.206669 -10.952944 2.938 -0.363 -0.604
H -43.256010 8.941958 -10.552117 -0.526 1.042 -0.381
H -44.097529 7.580392 -9.983640 -1.624 -0.108 1.848
H -44.311688 7.867657 -11.599039 -0.970 0.664 -1.778
H -42.901824 6.466666 -11.343898 0.166 -2.625 -1.032
C -41.459829 10.255114 -12.644992 1.879 2.040 1.261
O -40.524230 10.728846 -13.605060 -0.396 3.278 -1.622
H -41.384535 11.109104 -11.813004 -0.831 -2.318 -0.982
H -40.906158 9.322298 -12.339550 -1.760 0.593 0.207
H -42.461125 10.240468 -13.111817 0.274 -0.701 0.710
H -40.767683 11.716788 -13.805924 0.803 -2.910 0.431
C -45.609728 12.588796 -15.882106 0.632 -0.464 -0.460
O -46.540497 12.120919 -15.000805 -3.557 -0.904 1.017
H -45.658808 12.073829 -16.797888 0.162 -0.453 -1.372
H -44.721448 12.418383 -15.396053 2.792 -1.212 0.708
H -45.445529 13.623119 -16.007509 -1.352 1.660 -0.396
H -47.243572 11.513716 -15.399326 1.292 1.226 0.310
```
Positions in Å, forces in eV/Å.

Results of the Mulliken charge analysis, in e, for atoms 1 through 8: -0.872 0.897 -1.512 -0.573 0.434 0.282 -0.197 0.167